1.
{
  "formula": "C7H7O2S",
  "method": "ωB97M-V/def2-TZVPD",
  "gap_ha": 0.2721,
  "total_energy_ev": -22302.6741,
  "smiles": "C=C[C@@]1(C)SC([O-])=CC1=O",
  "de_lowest_kcal_mol": 17.51,
  "mol_weight_da": 155.198,
  "charge": -1,
  "homo_ev": -3.867,
  "species": ["C", "C", "C", "C", "S", "C", "O", "C", "C", "O", "H", "H", "H", "H", "H", "H", "H"],
  "xyz": [[-2.253598, 0.829716, 0.477845], [-1.119289, 0.620871, 1.137522], [0.118443, -0.340324, 0.410270], [1.066338, -0.969845, 1.451902], [-0.388215, -1.661554, -0.751948], [0.277258, -0.795209, -2.271972], [0.316747, -1.269490, -3.369459], [0.693697, 0.460121, -1.806567], [0.871319, 0.744119, -0.436907], [1.377457, 1.676788, 0.219336], [-2.997901, 1.638530, 0.853033], [-2.218372, 0.336744, -0.442634], [-0.773085, 0.738851, 2.130903], [0.554805, -1.616093, 2.164189], [1.580604, -0.164257, 1.947409], [1.793824, -1.376904, 0.873845], [1.099970, 1.147937, -2.586767]],
  "forces_ev_per_a": [[0.3584, 2.3904, 2.7027], [1.7802, -3.4570, -2.0301], [-1.5109, 1.1034, 0.6783], [-2.3868, 2.2514, 0.6918], [-0.4414, -0.0480, 0.0685], [0.0042, 1.0761, 2.3080], [-0.3486, -1.0202, -1.1950], [1.6070, 2.0857, -0.9250], [-1.0859, -0.6914, 0.5376], [0.0550, -0.3655, -0.9699], [1.0040, -1.9024, -0.9075], [-0.8925, -0.2426, -1.7355], [-0.1910, 1.1661, 0.8815], [0.2212, -0.2287, -0.1719], [-0.0538, 0.5319, 0.6541], [2.1483, -2.1180, -1.3372], [-0.2673, -0.5312, 0.7496]],
  "nbo_charge": [-0.454, -0.127, -0.243, -0.633, 0.028, 0.446, -0.647, -0.608, 0.495, -0.702, 0.196, 0.222, 0.191, 0.196, 0.218, 0.217, 0.204]
}

=====

2.
{
  "formula": "C7H7O2S",
  "method": "ωB97M-V/def2-TZVPD",
  "gap_ha": 0.2662,
  "total_energy_ev": -22300.8316,
  "de_lowest_kcal_mol": 60.00,
  "mol_weight_da": 155.198,
  "charge": -1,
  "homo_ev": -3.516,
  "species": ["C", "C", "C", "C", "C", "C", "C", "O", "O", "S", "H", "H", "H", "H", "H", "H", "H"],
  "xyz": [[1.320701, -1.233035, -0.347172], [1.105985, 0.621623, 1.206122], [0.018825, -1.375443, -0.342645], [-0.221036, 0.463210, 1.190847], [0.315904, 0.753101, -1.004426], [1.533284, 0.256450, -0.217549], [-0.686209, -0.094815, -0.158461], [-2.939387, -0.750099, 0.934924], [-3.088315, 1.213153, -0.454208], [-2.650564, -0.208286, -0.462172], [2.092654, -2.010881, -0.218211], [1.820319, 0.953030, 1.862080], [-0.532735, -2.282835, -0.300572], [-1.039244, 0.797909, 1.812462], [0.241763, 1.783658, -0.874494], [0.309702, 0.514686, -2.056107], [2.398358, 0.598573, -0.570415]],
  "forces_ev_per_a": [[1.3286, -0.5535, -0.0074], [-1.9967, -0.4516, -2.1715], [-1.0557, -1.7977, 0.2372], [-0.7375, 0.6154, 0.4850], [-0.2085, -0.9225, -0.0473], [-2.6121, -1.7018, 0.7345], [-0.1329, 1.2461, -1.0150], [0.0062, -0.4852, -1.4217], [0.1578, 0.1211, -0.9054], [1.2405, 0.5931, 3.0783], [-0.5003, 0.4670, -0.3293], [1.0803, 0.8913, 1.9329], [-0.2762, -0.8170, 0.0075], [0.3114, -0.2922, 0.7326], [-0.5714, 1.8909, 0.1934], [0.1246, -0.2949, -0.4705], [3.8418, 1.4913, -1.0335]],
  "nbo_charge": [-0.225, -0.256, -0.182, -0.131, -0.342, -0.302, -0.357, -1.066, -1.046, 1.493, 0.197, 0.195, 0.207, 0.241, 0.196, 0.190, 0.188]
}

=====

3.
{
  "formula": "C7H7O4",
  "method": "ωB97M-V/def2-TZVPD",
  "gap_ha": 0.2494,
  "total_energy_ev": -15561.1276,
  "de_lowest_kcal_mol": 18.98,
  "mol_weight_da": 155.129,
  "charge": -1,
  "homo_ev": -2.994,
  "species": ["C", "C", "C", "C", "C", "C", "C", "O", "O", "O", "O", "H", "H", "H", "H", "H", "H", "H"],
  "xyz": [[2.182344, 0.865751, -0.106174], [1.680050, 2.111690, 0.157860], [-2.893589, -1.479937, -0.483057], [-1.398010, 0.762744, -0.129613], [0.979362, -0.033486, -0.404710], [-0.082781, 0.979852, -0.298866], [0.856664, -1.103674, 0.709250], [-2.365245, 1.460406, -0.068767], [-3.742873, -1.275974, 0.338055], [-1.736208, -0.911351, -0.619356], [0.370564, 2.270999, 0.098697], [3.110893, 0.443154, 0.199057], [2.197737, 3.056078, 0.349814], [-2.881785, -2.376580, -1.167469], [1.091246, -0.683570, -1.331784], [1.953417, -1.515976, 0.720621], [0.176863, -1.966043, 0.465179], [0.501359, -0.604090, 1.571259]],
  "forces_ev_per_a": [[-1.9178, 1.1787, 0.2553], [2.2781, -0.4459, -0.0224], [1.6676, -0.8034, 0.0015], [-1.2086, 0.4336, -1.4110], [0.8209, -1.0927, 0.4436], [-1.1189, -1.2423, -0.2583], [2.0076, -1.8355, -1.7727], [-0.6917, -0.1510, 0.6850], [-1.1076, 0.1958, 0.3379], [0.7390, 1.2502, -0.1901], [-0.3420, -0.4143, -0.7542], [0.8139, 0.2246, -0.2420], [0.0918, -0.5004, 0.2232], [-0.6086, 0.3562, 0.0818], [-0.2595, 1.2820, 0.3516], [-1.8704, 0.3549, 0.8851], [0.5953, 1.0338, 0.0779], [0.1107, 0.1757, 1.3079]],
  "nbo_charge": [-0.362, 0.152, 0.663, 0.681, -0.263, -0.084, -0.590, -0.621, -0.646, -0.672, -0.450, 0.201, 0.174, 0.044, 0.186, 0.162, 0.219, 0.205]
}

=====

4.
{
  "formula": "C7H8",
  "method": "ωB97M-V/def2-TZVPD",
  "gap_ha": 0.4014,
  "total_energy_ev": -7384.4996,
  "smiles": "C#CC(C)(C)C#C",
  "de_lowest_kcal_mol": 97.95,
  "mol_weight_da": 92.141,
  "homo_ev": -9.965,
  "species": ["C", "C", "C", "C", "C", "C", "C", "H", "H", "H", "H", "H", "H", "H", "H"],
  "xyz": [[-1.000862, -1.738002, 1.552336], [-0.826811, -0.776834, 0.845655], [-0.048287, 0.143563, -0.023271], [0.010352, 1.574405, 0.564429], [1.303812, -0.656910, 0.000670], [-0.628793, 0.224676, -1.382883], [-1.104840, 0.334133, -2.484041], [-1.059933, -2.620263, 2.149046], [-0.991279, 2.020457, 0.594809], [0.639142, 2.221340, -0.056054], [0.404305, 1.561269, 1.584861], [1.583980, -0.748738, 1.054106], [1.063026, -1.656590, -0.371496], [2.169169, -0.290302, -0.558159], [-1.512982, 0.407798, -3.470010]],
  "forces_ev_per_a": [[-0.1451, 0.4295, -0.2423], [0.0109, -0.5353, 0.3443], [0.0081, -0.1051, 0.0174], [0.0787, -0.0072, 0.0452], [0.0961, 0.0415, -0.0407], [-0.1296, -0.0493, -0.4127], [0.2693, -0.0935, 0.4355], [-0.3159, 0.1834, 0.0067], [0.1974, -0.2130, -0.0416], [-0.0377, -0.2031, 0.0726], [0.0082, -0.0827, -0.1469], [0.0775, 0.0026, -0.2160], [0.2092, 0.1518, 0.0621], [-0.4067, 0.4806, -0.1368], [0.0795, -0.0001, 0.2531]],
  "nbo_charge": [-0.241, 0.022, -0.204, -0.577, -0.568, -0.004, -0.219, 0.239, 0.224, 0.219, 0.216, 0.216, 0.223, 0.215, 0.239]
}

=====

5.
{
  "formula": "C7H8",
  "method": "ωB97M-V/def2-TZVPD",
  "gap_ha": 0.3247,
  "total_energy_ev": -7382.6467,
  "de_lowest_kcal_mol": 140.68,
  "mol_weight_da": 92.141,
  "homo_ev": -9.228,
  "species": ["C", "C", "C", "C", "C", "C", "C", "H", "H", "H", "H", "H", "H", "H", "H"],
  "xyz": [[0.511590, 0.896759, 0.734875], [0.898434, 1.844326, 1.515375], [-0.719639, 0.042919, 0.981247], [-1.776149, 0.057302, 1.740842], [-0.161171, -1.130401, 0.019886], [0.966357, -0.084603, -0.382104], [0.883909, 0.500582, -1.845477], [-2.489616, -0.735239, 1.730012], [-2.158025, 0.907711, 2.404631], [0.213809, -2.071845, 0.599537], [-0.684051, -1.508374, -0.859665], [1.824881, -0.512587, 0.032662], [1.783660, 1.071666, -2.132872], [-0.019351, 1.074347, -2.014849], [0.925362, -0.352565, -2.524100]],
  "forces_ev_per_a": [[-1.0936, -0.8063, -0.4491], [0.1447, 0.2163, -0.0282], [1.2239, -2.0281, -1.3749], [-1.8934, 2.0833, 1.7466], [0.5492, 0.8003, 1.2726], [-1.5146, 0.6839, -0.1957], [1.4344, -1.2332, 0.9812], [-0.1462, -0.7299, -0.2396], [1.1481, -1.0471, -1.0627], [-0.4674, 1.9002, -0.8844], [-0.6337, 0.3338, 0.3119], [2.1885, -0.2813, -0.6317], [-0.4884, 0.1425, 0.4942], [-0.0944, 0.0407, 0.1451], [-0.3571, -0.0751, -0.0855]],
  "nbo_charge": [-0.470, 0.269, 0.046, -0.385, -0.424, -0.169, -0.610, 0.207, 0.215, 0.218, 0.216, 0.226, 0.225, 0.224, 0.213]
}

=====

6.
{
  "formula": "C7H8",
  "method": "ωB97M-V/def2-TZVPD",
  "gap_ha": 0.4024,
  "total_energy_ev": -7384.8742,
  "smiles": "C#CC[C@H](C)C#C",
  "de_lowest_kcal_mol": 89.31,
  "mol_weight_da": 92.141,
  "homo_ev": -9.916,
  "species": ["C", "C", "C", "C", "C", "C", "C", "H", "H", "H", "H", "H", "H", "H", "H"],
  "xyz": [[2.846579, 0.683271, -0.102991], [1.738028, 0.959840, -0.498330], [0.285401, 0.999145, -0.703628], [-0.298291, -0.052071, 0.283767], [-0.112691, -1.473321, -0.262387], [-1.687086, 0.206764, 0.696955], [-2.806000, 0.380816, 1.114375], [3.812981, 0.419131, 0.258724], [0.029955, 0.785068, -1.748313], [-0.139859, 1.983743, -0.498953], [0.318588, 0.049993, 1.182568], [-0.869132, -1.689743, -1.022396], [0.881751, -1.579659, -0.710153], [-0.201983, -2.217401, 0.533049], [-3.798240, 0.544418, 1.477712]],
  "forces_ev_per_a": [[-0.7885, 0.2918, -0.4021], [0.7507, -0.3561, 0.4126], [-0.1137, 0.1101, -0.0273], [0.0057, -0.0349, 0.0435], [-0.0239, -0.1083, -0.0418], [-0.5267, 0.0598, 0.1590], [0.5487, -0.0429, -0.2974], [0.0048, 0.1475, -0.1311], [0.0022, -0.1756, 0.1885], [0.2103, 0.0148, 0.1253], [-0.1592, -0.0502, -0.0022], [0.1097, 0.0183, 0.0567], [-0.1680, 0.0629, 0.1006], [-0.0771, 0.1014, -0.0852], [0.2251, -0.0387, -0.0990]],
  "nbo_charge": [-0.262, 0.011, -0.470, -0.284, -0.593, -0.008, -0.240, 0.239, 0.235, 0.244, 0.240, 0.211, 0.221, 0.218, 0.238]
}

=====

7.
{
  "formula": "C7H8",
  "method": "ωB97M-V/def2-TZVPD",
  "gap_ha": 0.3617,
  "total_energy_ev": -7387.8585,
  "smiles": "Cc1ccccc1",
  "de_lowest_kcal_mol": 20.49,
  "mol_weight_da": 92.141,
  "homo_ev": -8.749,
  "species": ["C", "C", "C", "C", "C", "C", "C", "H", "H", "H", "H", "H", "H", "H", "H"],
  "xyz": [[-0.286883, -1.484854, 1.843573], [-0.184771, -0.477698, 0.707507], [-1.038567, -0.536630, -0.364327], [-0.684134, 0.155928, -1.547619], [0.448861, 0.928023, -1.530691], [1.155253, 1.201507, -0.355255], [0.762367, 0.568899, 0.806506], [-0.983481, -2.266851, 1.544127], [-0.612193, -1.003928, 2.768294], [0.722948, -1.869140, 1.958946], [-1.826117, -1.281869, -0.339690], [-0.986513, -0.324173, -2.472784], [0.776320, 1.421708, -2.436485], [2.011571, 1.854939, -0.401442], [0.893481, 0.951645, 1.812773]],
  "forces_ev_per_a": [[-0.1161, 0.9330, -0.6402], [-0.8114, 0.5743, 1.2333], [0.9947, -0.4762, -0.7704], [0.4131, -1.6663, 0.5677], [0.4292, 0.7497, -0.4050], [-0.4789, -0.0173, 0.1151], [-0.9547, -0.2038, -0.3598], [0.1053, -0.1227, 0.2928], [0.0325, -0.1805, 0.0750], [-0.1006, -0.3782, 0.3293], [-0.0167, 0.0438, -0.2805], [-0.7658, 0.9115, -0.2100], [0.1058, -0.2302, -0.1662], [-0.0995, 0.3994, 0.2195], [1.2631, -0.3364, -0.0005]],
  "nbo_charge": [-0.631, 0.010, -0.217, -0.217, -0.227, -0.208, -0.222, 0.214, 0.217, 0.221, 0.205, 0.217, 0.208, 0.214, 0.215]
}